{"formula": "C46H54N3O3PtS", "method": "ωB97M-V with the def2-TZVPD basis set", "symbols": ["Pt", "C", "C", "C", "C", "C", "C", "C", "C", "C", "C", "C", "C", "N", "C", "O", "C", "C", "C", "C", "C", "N", "C", "O", "N", "C", "C", "C", "C", "C", "C", "C", "C", "C", "C", "C", "C", "H", "H", "H", "H", "H", "H", "H", "H", "H", "H", "H", "H", "H", "H", "H", "H", "H", "H", "H", "H", "H", "H", "H", "H", "H", "H", "H", "H", "H", "H", "H", "H", "H", "H", "H", "H", "H", "O", "S", "C", "C", "C", "C", "C", "C", "C", "C", "C", "C", "C", "C", "C", "C", "H", "H", "H", "H", "H", "H", "H", "H", "H", "H", "H", "H", "H", "H", "C", "H", "H", "H"], "positions_angstrom": [[0.5375, 0.0018, 1.2131], [-2.8526, 5.2097, 1.1808], [-2.0413, 3.9199, 1.0425], [-2.8605, 2.8303, 0.3446], [-0.7206, 4.1194, 0.3212], [-0.6327, 5.0212, -0.7328], [0.5501, 5.2019, -1.4355], [1.6723, 4.4871, -1.0498], [1.6265, 3.5688, -0.0056], [2.9073, 2.8744, 0.4293], [3.4258, 1.8813, -0.6159], [3.9972, 3.8938, 0.7763], [0.4069, 3.3398, 0.6668], [0.2866, 2.3012, 1.6008], [0.1424, 2.5683, 2.8970], [0.1872, 3.6756, 3.4594], [-0.1152, 1.3493, 3.7616], [-0.0955, 1.4343, 5.1424], [-0.2475, 0.2724, 5.8860], [-0.3915, -0.9420, 5.2299], [-0.4036, -0.9543, 3.8464], [-0.3122, 0.1807, 3.1525], [-0.4523, -2.2596, 3.0753], [-0.6589, -3.3034, 3.7184], [-0.2664, -2.1302, 1.7646], [-0.2710, -3.3029, 0.9785], [-1.4204, -3.6975, 0.2595], [-1.3444, -4.8134, -0.5720], [-0.1889, -5.5709, -0.6823], [0.9181, -5.2065, 0.0630], [0.8944, -4.0884, 0.8881], [2.1317, -3.7393, 1.6854], [2.5050, -4.8605, 2.6566], [3.2997, -3.3715, 0.7678], [-2.7885, -3.0435, 0.4003], [-3.3938, -3.2973, 1.7859], [-2.8222, -1.5589, 0.0513], [-3.6922, 5.0454, 1.8607], [-3.2647, 5.5357, 0.2215], [-2.2359, 6.0143, 1.5859], [-1.8226, 3.5788, 2.0469], [-3.1194, 3.1380, -0.6747], [-3.7909, 2.6343, 0.8865], [-2.2858, 1.9004, 0.3024], [-1.5049, 5.6043, -1.0103], [0.5953, 5.9015, -2.2627], [2.6098, 4.6481, -1.5735], [2.6765, 2.3188, 1.3374], [3.5607, 2.3705, -1.5867], [2.7348, 1.0464, -0.7355], [4.3884, 1.4656, -0.3041], [4.3414, 4.4368, -0.1085], [4.8609, 3.3835, 1.2115], [3.6247, 4.6224, 1.5003], [0.0589, 2.4059, 5.5914], [-0.2274, 0.3093, 6.9679], [-0.4797, -1.8858, 5.7494], [-2.2304, -5.1133, -1.1232], [-0.1596, -6.4427, -1.3268], [1.8233, -5.8053, 0.0071], [1.8994, -2.8624, 2.2779], [2.7649, -5.7823, 2.1269], [1.6662, -5.0651, 3.3246], [3.3662, -4.5618, 3.2610], [3.6075, -4.2274, 0.1562], [4.1613, -3.0465, 1.3588], [3.0176, -2.5554, 0.0983], [-3.4321, -3.5502, -0.3252], [-2.8366, -2.7745, 2.5617], [-3.3763, -4.3619, 2.0274], [-4.4318, -2.9504, 1.8121], [-2.1599, -0.9849, 0.6931], [-3.8404, -1.1757, 0.1710], [-2.5124, -1.3906, -0.9817], [-0.3042, 0.4854, -1.1510], [0.2124, 1.2424, -2.3298], [-1.1391, 2.3062, -2.9879], [-2.3487, 1.6085, -3.5250], [-2.4985, 1.3938, -4.8955], [-3.6197, 0.7507, -5.3968], [-4.6164, 0.3189, -4.5311], [-4.4797, 0.5310, -3.1671], [-3.3514, 1.1663, -2.6663], [0.2959, 0.0150, -3.6762], [1.3464, -0.9860, -3.3032], [2.6978, -0.6699, -3.4287], [3.6729, -1.5706, -3.0288], [3.3050, -2.7968, -2.4890], [1.9613, -3.1150, -2.3493], [0.9870, -2.2126, -2.7544], [-0.6489, 2.9198, -3.7485], [-1.3692, 2.9411, -2.1308], [-1.7286, 1.7461, -5.5762], [-3.7155, 0.5842, -6.4632], [-5.4959, -0.1807, -4.9180], [-5.2530, 0.1951, -2.4868], [-3.2321, 1.3105, -1.6002], [0.5466, 0.5674, -4.5869], [-0.6909, -0.4357, -3.7635], [2.9874, 0.2962, -3.8319], [4.7198, -1.3094, -3.1265], [4.0648, -3.4956, -2.1595], [1.6607, -4.0506, -1.8953], [-0.0619, -2.4585, -2.6174], [2.3919, -0.2070, 2.2297], [3.2203, -0.4000, 1.5425], [2.3293, -1.0230, 2.9541], [2.5911, 0.7177, 2.7822]], "forces_ev_per_angstrom": [[0.03, 0.08, 0.09], [0.04, -0.07, -0.01], [-0.08, 0.06, -0.15], [0.07, 0.04, 0.15], [-0.02, -0.12, -0.01], [-0.01, 0.09, 0.07], [0.04, -0.07, 0.02], [-0.05, 0.02, -0.13], [-0.01, -0.11, 0.18], [0.01, -0.01, -0.02], [-0.05, 0.05, 0.09], [-0.07, 0.02, 0.08], [0.07, 0.26, -0.17], [0.05, -0.41, 0.06], [0.00, 0.36, -0.18], [-0.04, -0.11, -0.05], [-0.05, 0.04, -0.04], [-0.05, 0.04, 0.13], [-0.02, 0.01, -0.12], [-0.08, 0.00, 0.11], [-0.12, -0.02, -0.02], [0.44, -0.14, 0.21], [-0.07, -0.23, -0.14], [0.10, 0.10, -0.01], [-0.09, 0.27, -0.02], [-0.05, -0.20, -0.07], [-0.03, -0.02, 0.01], [0.02, -0.02, 0.02], [0.00, -0.01, 0.01], [-0.06, -0.10, 0.12], [-0.02, 0.08, 0.02], [0.10, -0.07, -0.02], [-0.05, 0.03, 0.01], [-0.04, 0.05, 0.10], [0.09, 0.10, 0.13], [0.02, 0.01, -0.05], [-0.04, 0.03, -0.14], [0.01, 0.01, -0.04], [0.00, 0.02, 0.03], [-0.03, -0.01, -0.01], [0.07, -0.02, 0.14], [0.00, 0.06, 0.12], [0.01, 0.00, -0.03], [-0.01, 0.01, -0.05], [0.03, -0.03, 0.02], [0.02, 0.01, 0.04], [-0.01, -0.02, 0.03], [-0.01, -0.04, -0.05], [-0.01, -0.04, 0.02], [-0.06, -0.03, -0.05], [-0.02, 0.03, 0.00], [-0.01, 0.00, 0.01], [-0.02, 0.02, -0.02], [0.04, -0.02, -0.03], [-0.01, -0.02, -0.02], [0.01, 0.00, 0.01], [0.01, 0.00, -0.02], [0.01, 0.03, 0.01], [-0.01, 0.03, 0.01], [-0.03, 0.03, 0.01], [-0.04, 0.07, 0.01], [0.00, 0.02, 0.02], [0.03, -0.02, -0.02], [-0.01, -0.03, -0.01], [-0.01, 0.04, 0.03], [-0.02, -0.03, -0.02], [0.06, -0.06, 0.13], [-0.01, -0.05, -0.02], [-0.02, -0.05, 0.00], [0.01, 0.03, 0.03], [0.03, -0.01, -0.02], [0.04, 0.07, 0.08], [0.00, 0.02, -0.02], [0.04, 0.04, -0.01], [-0.36, -0.08, -0.05], [0.11, 0.14, -0.10], [0.12, -0.25, 0.05], [-0.06, 0.01, -0.05], [0.05, 0.06, 0.01], [0.00, -0.02, 0.00], [0.01, 0.01, 0.00], [0.02, -0.04, 0.01], [0.06, -0.13, 0.08], [0.01, 0.20, 0.15], [0.12, -0.08, 0.00], [-0.03, 0.05, -0.06], [-0.01, -0.06, 0.02], [-0.02, 0.06, -0.17], [0.01, 0.02, -0.12], [-0.03, -0.02, 0.05], [0.00, 0.00, 0.05], [0.06, 0.02, -0.04], [-0.03, -0.03, 0.03], [0.00, 0.03, 0.03], [0.02, 0.01, 0.00], [0.04, 0.00, 0.00], [-0.05, -0.08, -0.12], [-0.04, -0.05, 0.02], [-0.04, -0.03, -0.05], [-0.02, -0.04, 0.02], [-0.02, 0.00, 0.00], [-0.03, 0.04, -0.02], [0.04, 0.11, -0.10], [0.06, 0.02, 0.01], [-0.03, 0.08, -0.18], [0.01, 0.00, 0.05], [0.00, 0.00, -0.03], [0.00, -0.02, -0.05]], "lowdin_charge": [1.05, -0.07, -0.36, -0.06, -0.14, -0.07, -0.10, -0.06, -0.14, -0.37, -0.08, -0.07, -0.17, 0.02, -0.51, 0.00, -0.18, 0.00, -0.05, 0.00, -0.18, 0.01, -0.52, 0.00, 0.00, -0.15, -0.13, -0.06, -0.11, -0.08, -0.14, -0.37, -0.06, -0.07, -0.37, -0.05, -0.07, 0.08, 0.07, 0.09, 0.11, 0.07, 0.09, 0.07, 0.10, 0.09, 0.10, 0.09, 0.07, 0.04, 0.08, 0.07, 0.07, 0.08, 0.11, 0.10, 0.11, 0.10, 0.09, 0.11, 0.08, 0.07, 0.08, 0.07, 0.07, 0.08, 0.06, 0.12, 0.06, 0.08, 0.07, 0.04, 0.08, 0.07, -0.58, 0.96, -0.26, -0.27, -0.06, -0.09, -0.10, -0.07, -0.03, -0.27, -0.30, -0.06, -0.08, -0.10, -0.07, -0.02, 0.10, 0.06, 0.11, 0.10, 0.10, 0.10, 0.08, 0.10, 0.10, 0.11, 0.10, 0.10, 0.08, 0.12, -0.24, -0.03, -0.02, -0.02], "lumo_ha": [0.079, 0.079], "orbital_gap_ev": [5.54, 7.07], "charge": -1, "spin_multiplicity": 3, "s2": 2.0058, "e_tot_ev": -73275.331}